# C25H27F2MoN3O3Si

A structure of composition C25H27F2MoN3O3Si (ωB97M-V with the def2-TZVPD basis set, the Open Molecules 2025 dataset).

Geometry as ORCA input:
```
! wB97M-V def2-TZVPD RIJCOSX def2/J DEFGRID3
* xyz 0 3
Mo 0.19096 0.35896 0.03523
C 4.59658 -0.65789 -1.01960
O 4.66281 0.18826 0.12689
C 4.18623 1.45737 -0.02573
C 5.05422 2.51408 0.17410
C 4.60432 3.83100 0.11226
C 3.27522 4.08048 -0.14181
C 2.36823 3.02904 -0.32140
C 0.97278 3.35120 -0.52548
N 0.02967 2.48852 -0.45675
N -1.25238 2.95024 -0.68941
C -2.07883 1.95717 -0.69272
O -1.67274 0.71167 -0.54676
C -3.52358 2.18646 -0.88097
C -4.03361 3.48283 -0.92401
C -5.39076 3.68537 -1.09815
C -6.24819 2.59855 -1.22959
C -5.74274 1.30837 -1.18479
C -4.38295 1.10025 -1.00906
C 2.82837 1.70574 -0.27950
O 2.01063 0.65535 -0.48174
H 5.14459 -1.55897 -0.75620
H 5.07463 -0.17495 -1.87632
H 3.56943 -0.92039 -1.26461
H 6.08966 2.28157 0.38525
H 5.29529 4.64788 0.26699
H 2.90619 5.09790 -0.18590
H 0.69983 4.38438 -0.72823
H -3.35537 4.31796 -0.81792
H -5.78430 4.69287 -1.12875
H -7.31000 2.75924 -1.36444
H -6.40738 0.46020 -1.28464
H -3.98288 0.09658 -0.96927
F -0.93612 0.34248 2.69345
C 0.17805 0.88985 2.09286
F 0.12855 2.23625 2.35885
H 1.05887 0.50443 2.62093
C -2.93490 -1.85348 1.15394
Si -1.64606 -2.49163 -0.03241
C -1.32402 -4.29235 0.33861
C -2.22758 -2.33306 -1.80241
N -0.13505 -1.61232 0.18698
C 1.01470 -2.32502 0.63071
C 1.42357 -2.29398 1.96253
C 2.57109 -2.96152 2.36824
C 3.32129 -3.68762 1.45583
C 2.91358 -3.73819 0.12836
C 1.77964 -3.05651 -0.28153
H -3.89935 -2.33760 0.97693
H -3.06884 -0.77524 1.06999
H -2.63566 -2.07056 2.18183
H -2.26516 -4.84508 0.27545
H -0.91894 -4.43241 1.34299
H -0.62352 -4.73742 -0.37015
H -3.17055 -2.86316 -1.95784
H -1.48721 -2.76664 -2.47962
H -2.36741 -1.28860 -2.08530
H 0.81999 -1.75946 2.68613
H 2.87158 -2.91980 3.40749
H 4.21268 -4.21148 1.77466
H 3.48610 -4.30570 -0.59493
H 1.46672 -3.08148 -1.31951
*
```

Values from the calculation:
- energy above the lowest of the compared OMol25 structures with the same formula, charge and spin (kJ/mol) = 0.0
- frontier orbital gap (alpha / beta) (eV) = 7.31 / 7.88
- LUMO level (alpha / beta) (Eh) = -0.012 / -0.028

# C25H27F32NO4Si

A cluster of 5 separate species, C25H27F32NO4Si in total (ωB97M-V with the def2-TZVPD basis set, the Open Molecules 2025 dataset).

Geometry as ORCA input:
```
! wB97M-V def2-TZVPD RIJCOSX def2/J DEFGRID3
* xyz 0 1
F 7.68462 -5.50806 -1.33598
C 8.20967 -4.95345 -0.22658
F 8.70844 -5.95050 0.54061
C 7.14784 -4.19884 0.57479
F 6.21090 -5.05968 1.02774
F 7.79711 -3.70228 1.66811
C 6.46638 -2.99856 -0.09756
O 5.18718 -3.20471 -0.66479
C 5.03683 -3.65024 -1.95341
F 6.20889 -3.68487 -2.61376
F 4.25733 -2.74763 -2.58933
C 4.30816 -4.99671 -2.00093
F 5.01311 -5.92853 -1.32386
F 4.20246 -5.40163 -3.29181
H 9.02950 -4.28639 -0.50679
H 6.27603 -2.29435 0.71106
H 7.13637 -2.48249 -0.78609
H 3.30828 -4.90551 -1.56128
F 3.48123 -0.36297 3.38404
C 3.42204 -0.86635 2.13832
F 4.60557 -0.59731 1.53063
C 2.28755 -0.23997 1.32247
F 2.51245 1.07760 1.14684
F 2.35549 -0.82910 0.09197
C 0.84830 -0.46156 1.81243
O 0.23346 0.58403 2.54208
C 0.41005 0.68475 3.90154
F 1.04647 -0.38266 4.40890
F -0.81804 0.71128 4.47486
C 1.10241 1.99731 4.28039
F 2.31522 2.07453 3.70241
F 1.26600 2.03430 5.62152
H 3.30495 -1.95290 2.19482
H 0.25403 -0.52556 0.90158
H 0.73095 -1.42567 2.30927
H 0.49778 2.84944 3.96266
F -5.09556 -0.40557 -0.31380
C -6.28709 0.21930 -0.34663
F -6.32035 0.99527 -1.45528
C -6.48431 1.11200 0.87976
F -5.56478 2.10507 0.88208
F -7.70746 1.69197 0.71819
C -6.50459 0.43776 2.25958
O -5.31247 0.49530 3.01718
C -4.32184 -0.44530 2.88326
F -4.70614 -1.47815 2.11175
F -4.07197 -0.94141 4.11357
C -3.02280 0.19069 2.38362
F -3.20463 0.76719 1.17867
F -2.08265 -0.77359 2.24621
H -7.08620 -0.52369 -0.41592
H -7.21123 1.02460 2.84492
H -6.91721 -0.57053 2.21221
H -2.67156 0.94496 3.08531
F -3.23305 4.86569 1.59103
C -3.55484 4.59249 0.30788
F -2.62312 3.73843 -0.17475
C -3.56092 5.85816 -0.54890
F -2.31944 6.38679 -0.60762
F -3.88340 5.44580 -1.80838
C -4.57323 6.95438 -0.18483
O -4.10120 8.05406 0.57166
C -4.07816 8.02497 1.94251
F -4.70188 6.94152 2.43727
F -4.76121 9.10826 2.37636
C -2.65196 8.15603 2.48442
F -1.88081 7.14320 2.04533
F -2.68869 8.10632 3.83526
H -4.52686 4.09655 0.27889
H -4.85429 7.39757 -1.13903
H -5.48889 6.53551 0.23363
H -2.21380 9.10396 2.16665
C 1.34917 -3.95561 -0.43984
C 1.00410 -4.33475 -1.53259
Si 0.21026 -4.71315 -3.17927
N 0.08339 -3.23854 -4.12045
C 1.35317 -2.96370 -4.86760
C 1.26100 -1.61991 -5.60371
C 1.34189 -1.77436 -7.12534
H 1.52940 -3.48819 0.49928
H -1.11732 -5.25897 -2.84995
H 1.03261 -5.70394 -3.88971
H 0.03668 -2.50089 -3.41815
H 2.17278 -2.90556 -4.15242
H 1.55762 -3.78157 -5.55639
H 0.32116 -1.12216 -5.36192
H 2.06120 -0.95277 -5.27579
H 2.20494 -2.37406 -7.41426
H 0.45303 -2.28748 -7.49928
H 1.36847 -0.79470 -7.60158
*
```

Values from the calculation:
- structure (SMILES) = FC(F)C(F)(F)COC(F)(F)C(F)F.FC(F)C(F)(F)COC(F)(F)C(F)F.FC(F)C(F)(F)COC(F)(F)C(F)F.FC(F)C(F)(F)COC(F)(F)C(F)F.C#C[SiH2]NCCC
- frontier orbital gap (eV) = 10.01
- LUMO level (Eh) = 0.014

# C25H27F5IN5OSSe2Ti

A structure of composition C25H27F5IN5OSSe2Ti (ωB97M-V with the def2-TZVPD basis set, the Open Molecules 2025 dataset).

Geometry as ORCA input:
```
! wB97M-V def2-TZVPD RIJCOSX def2/J DEFGRID3
* xyz 1 2
Ti -0.17646 0.46891 0.10351
C 3.73543 0.14997 -4.16656
N 3.22341 0.84505 -2.88319
C 3.60387 2.20007 -2.65616
C 2.09561 0.35899 -2.22941
N 1.52255 1.01749 -1.28694
N 1.81841 -1.01816 -2.47425
C 0.61258 -1.72609 -2.24910
N 0.40039 -2.82032 -3.06388
N -0.15687 -1.20812 -1.32520
H 4.62361 0.68672 -4.50099
H 2.92827 0.04022 -4.89275
H 4.07081 -0.85256 -3.91285
H 3.94122 2.23166 -1.61168
H 2.75866 2.89520 -2.96663
H 4.45924 2.43696 -3.26980
H 1.74488 2.06043 -1.34935
H 2.54636 -1.46114 -3.07689
H 1.05436 -2.97406 -3.79754
H -0.53248 -3.06798 -3.34348
H -0.98501 -1.75252 -1.18595
C -3.78783 -3.18857 -1.19209
Se -3.45244 -2.36159 -2.89198
C -4.27931 -0.71143 -2.44330
C -3.65652 0.04571 -1.29216
Se -2.01238 1.05741 -1.74470
C -2.72066 2.87622 -1.52513
H -4.87651 -3.42127 -1.03361
H -3.46455 -2.63609 -0.32108
H -3.32206 -4.19105 -1.18811
H -5.38095 -0.82109 -2.14756
H -4.33502 -0.19315 -3.47301
H -3.43189 -0.67497 -0.50766
H -4.37217 0.82562 -0.92804
H -3.53120 2.98996 -2.23793
H -1.93333 3.57773 -1.84465
H -2.95475 3.14280 -0.51474
I 2.01537 -0.97580 1.38269
C 1.20309 -1.91228 3.10625
C 2.15228 -2.31529 4.02016
C 1.82285 -3.11402 5.13035
C 0.57465 -3.49202 5.34540
C -0.41736 -3.11945 4.41686
C -1.70505 -3.65565 4.58413
C -2.77539 -3.26492 3.79239
C -2.56500 -2.20023 2.89559
C -1.31852 -1.69053 2.64436
C -0.16845 -2.20399 3.35725
H 3.21938 -2.18645 3.82307
H 2.66407 -3.60117 5.65641
H 0.34762 -4.24484 6.16060
H -1.94421 -4.31168 5.36701
H -3.72317 -3.67094 4.11745
H -3.42630 -1.66835 2.40155
S -2.29566 0.63214 1.61042
C -1.18175 -0.61038 1.67879
F 3.47607 6.55353 1.02954
C 2.67143 5.47796 0.95469
C 2.82693 4.44882 1.86656
F 3.68819 4.44803 2.79275
C 1.91275 3.35271 1.69072
F 2.01409 2.23220 2.47124
C 0.89744 3.25431 0.66977
O 0.01290 2.24535 0.64513
C 0.88357 4.39617 -0.13564
F -0.06297 4.46505 -1.11001
C 1.77413 5.45465 -0.03707
F 1.64976 6.45010 -0.90356
*
```

Values from the calculation:
- energy above the lowest of the compared OMol25 structures with the same formula, charge and spin (kJ/mol) = 125.9
- frontier orbital gap (alpha / beta) (eV) = 6.73 / 7.28
- LUMO level (alpha / beta) (Eh) = -0.107 / -0.110